Record 1
Molecular formula: C5H9N2S
Method: DFT, wB97M-V/def2-TZVPD

Structure (ORCA input):
```
! RIJCOSX wB97M-V def2-TZVPD def2/J DEFGRID3
* xyz 1 1
C 2.41 1.33 -0.40
C 2.71 0.92 0.74
C 1.10 1.92 -0.84
C -1.61 0.16 0.54
C 0.32 -1.18 -0.16
N 0.04 1.16 -0.81
N -0.28 0.06 -0.03
S 1.13 3.32 -1.60
H 3.23 1.39 -1.13
H 2.44 0.69 1.70
H -1.76 1.18 1.04
H -2.60 -0.02 -0.07
H -1.77 -0.65 1.34
H -0.39 -1.97 -0.26
H 0.83 -1.24 -1.18
H 1.13 -1.43 0.61
H -0.78 1.53 -1.33
*
```

Computed properties:
ΔE to the lowest compared entry with this formula, charge and spin, kcal per mole: 166.40
E_HOMO (spin up / spin down), Eh: -0.46292 / -0.46374
LUMO (spin up / spin down), Ha: -0.2884 / -0.2863
Calculated total energy, eV: -19132.514

In the Mulliken picture, each atom carries the following charge in e: atom 1 (C): -0.3929, atom 2 (C): 0.0419, atom 3 (C): 0.4613, atom 4 (C): -1.0080, atom 5 (C): -1.0374, atom 6 (N): -0.1275, atom 7 (N): 0.0808, atom 8 (S): -0.2159, atom 9 (H): 0.4086, atom 10 (H): 0.4132, atom 11 (H): 0.3500, atom 12 (H): 0.3262, atom 13 (H): 0.3690, atom 14 (H): 0.4429, atom 15 (H): 0.3425, atom 16 (H): 0.2481, atom 17 (H): 0.2969

=====

Record 2
Molecular formula: FHO4
Method: DFT, wB97M-V/def2-TZVPD

Structure (ORCA input):
```
! RIJCOSX wB97M-V def2-TZVPD def2/J DEFGRID3
* xyz 0 1
O -1.45 0.60 0.87
O -1.01 -0.20 -0.06
O 0.44 -0.95 0.25
O 1.00 -0.99 -0.88
F 1.89 0.20 -1.02
H -0.87 1.34 0.84
*
```

Computed properties:
ΔE to the lowest compared entry with this formula, charge and spin, kcal per mole: 9.31
E_HOMO, Eh: -0.40681
LUMO, Ha: -0.0274
Calculated total energy, eV: -10912.531

In the Mulliken picture, each atom carries the following charge in e: atom 1 (O): -0.2341, atom 2 (O): -0.0445, atom 3 (O): -0.0081, atom 4 (O): 0.1354, atom 5 (F): -0.2004, atom 6 (H): 0.3516

=====

Record 3
Molecular formula: C5H8N2
Method: DFT, wB97M-V/def2-TZVPD

Structure (ORCA input):
```
! RIJCOSX wB97M-V def2-TZVPD def2/J DEFGRID3
* xyz 0 1
C 2.40 -0.57 0.38
C 1.13 -0.14 0.34
C 0.04 -0.75 -0.51
C -1.18 0.09 -0.24
N -2.46 -0.20 -0.76
C -0.76 1.19 0.40
N 0.63 1.13 0.66
H 3.22 0.12 0.55
H 2.62 -1.60 0.09
H 0.60 -0.42 -1.40
H -0.07 -1.84 -0.58
H -3.18 0.41 -0.39
H -2.74 -1.16 -0.59
H -1.32 2.09 0.64
H 1.06 1.65 1.40
*
```

Computed properties:
ΔE to the lowest compared entry with this formula, charge and spin, kcal per mole: 38.11
E_HOMO, Eh: -0.25389
Structure (SMILES): C=C1CC(N)=CN1
LUMO, Ha: 0.0373
Calculated total energy, eV: -8293.344

In the Mulliken picture, each atom carries the following charge in e: atom 1 (C): -0.9643, atom 2 (C): 0.1345, atom 3 (C): -0.5197, atom 4 (C): 0.2989, atom 5 (N): -0.5439, atom 6 (C): -0.5303, atom 7 (N): -0.1801, atom 8 (H): 0.2710, atom 9 (H): 0.2720, atom 10 (H): 0.1908, atom 11 (H): 0.4318, atom 12 (H): 0.2460, atom 13 (H): 0.2545, atom 14 (H): 0.3704, atom 15 (H): 0.2683

=====

Record 4
Molecular formula: C46H61GeLaN3OS2Si4
Method: DFT, wB97M-V/def2-TZVPD

Structure (ORCA input):
```
! RIJCOSX wB97M-V def2-TZVPD def2/J DEFGRID3
* xyz -2 2
La -0.63 -0.30 0.08
C -5.20 -1.64 0.81
C -3.99 -0.75 1.05
N -3.24 -0.40 0.03
N -3.84 -0.48 -1.22
C -3.23 0.16 -2.18
S -1.96 1.32 -1.91
S -3.67 0.01 -3.95
C -4.23 1.77 -4.15
C -5.56 1.94 -3.44
C -5.72 2.51 -2.16
C -6.96 2.62 -1.57
C -8.08 2.14 -2.25
C -7.96 1.52 -3.50
C -6.71 1.45 -4.11
C -3.79 -0.30 2.42
C -4.71 -0.68 3.39
C -4.71 -0.19 4.66
C -3.68 0.70 5.01
C -2.67 1.01 4.15
C -2.65 0.48 2.84
O -1.61 0.71 2.06
H -5.19 -1.89 -0.27
H -6.14 -1.12 1.03
H -5.14 -2.55 1.41
H -4.40 1.96 -5.25
H -3.46 2.45 -3.73
H -4.87 2.85 -1.56
H -7.12 3.06 -0.58
H -9.02 2.15 -1.72
H -8.86 1.12 -4.00
H -6.65 1.10 -5.15
H -5.47 -1.46 3.14
H -5.40 -0.49 5.43
H -3.64 1.07 6.02
H -1.83 1.67 4.45
N -1.14 -3.59 1.62
C -0.82 -2.66 0.94
H -1.27 -4.31 2.29
C -1.45 -6.02 -3.09
Si -1.92 -4.20 -3.12
C -1.51 -3.61 -4.93
C -3.72 -3.89 -2.70
C -0.85 -3.26 -1.87
C -0.46 -2.69 -0.86
H -2.34 -6.72 -3.22
H -1.05 -6.30 -2.08
H -0.69 -6.26 -3.87
H -2.40 -3.77 -5.53
H -0.65 -4.15 -5.35
H -1.30 -2.53 -4.88
H -4.39 -4.47 -3.38
H -3.98 -2.81 -2.70
H -3.81 -4.24 -1.66
C 3.35 -3.25 0.34
Si 3.99 -1.80 1.44
C 4.61 -0.39 0.34
C 5.52 -2.39 2.37
Ge 2.20 -0.83 2.62
Si 2.05 -2.21 4.58
C 3.36 -1.71 5.85
C 0.35 -1.70 5.29
C 2.16 -4.05 4.06
Si 2.76 1.42 3.30
C 3.57 2.25 1.87
C 1.18 2.42 3.77
C 3.88 1.65 4.78
H 4.09 -3.43 -0.46
H 2.35 -3.08 -0.14
H 3.29 -4.19 0.94
H 4.97 -0.87 -0.54
H 5.42 0.15 0.81
H 3.84 0.38 0.07
H 6.32 -2.55 1.64
H 5.34 -3.35 2.90
H 5.81 -1.64 3.14
H 3.77 -0.72 5.58
H 4.23 -2.36 5.86
H 2.95 -1.68 6.88
H 0.35 -0.64 5.63
H 0.00 -2.32 6.16
H -0.39 -1.78 4.46
H 3.15 -4.44 4.26
H 1.90 -4.14 3.00
H 1.42 -4.66 4.64
H 3.02 2.19 0.92
H 4.59 1.79 1.68
H 3.73 3.32 2.13
H 0.33 2.23 3.10
H 1.45 3.47 3.66
H 0.77 2.20 4.78
H 4.87 1.27 4.68
H 3.36 1.26 5.66
H 3.90 2.77 4.98
C 1.44 0.93 -0.82
C 2.07 1.68 -1.60
C 2.77 2.45 -2.51
C 4.05 3.04 -2.07
C 5.05 2.22 -1.58
C 6.26 2.71 -1.10
C 6.52 4.09 -1.18
C 5.54 4.92 -1.74
C 4.33 4.39 -2.16
C 2.14 2.81 -3.77
C 2.83 3.64 -4.68
C 2.09 4.38 -5.61
C 0.74 4.07 -5.86
C 0.16 3.04 -5.15
C 0.85 2.34 -4.13
H 4.94 1.15 -1.60
H 7.07 2.05 -0.77
H 7.48 4.52 -0.86
H 5.74 6.03 -1.81
H 3.58 5.11 -2.53
H 3.90 3.85 -4.61
H 2.65 5.06 -6.24
H 0.18 4.57 -6.65
H -0.89 2.86 -5.34
H 0.47 1.44 -3.59
*
```

Computed properties:
ΔE to the lowest compared entry with this formula, charge and spin, kcal per mole: 0.00
E_HOMO (spin up / spin down), Eh: -0.03683 / -0.03685
LUMO (spin up / spin down), Ha: 0.1423 / 0.1376
Calculated total energy, eV: -165765.216

Mulliken atomic charge list, values in e, 99 entries: atom 1 (La): 1.2099, atom 2 (C): -1.6005, atom 3 (C): 0.9307, atom 4 (N): 0.6987, atom 5 (N): -0.5460, atom 6 (C): -0.1551, atom 7 (S): -0.7043, atom 8 (S): -0.0761, atom 9 (C): -1.1519, atom 10 (C): 0.7354, atom 11 (C): 0.0512, atom 12 (C): -0.7387, atom 13 (C): -0.3550, atom 14 (C): -0.5646, atom 15 (C): -0.4745, atom 16 (C): -0.0355, atom 17 (C): -0.6172, atom 18 (C): -1.0663, atom 19 (C): -0.1643, atom 20 (C): -0.4555, atom 21 (C): 0.7338, atom 22 (O): -0.3558, atom 23 (H): 0.3310, atom 24 (H): 0.3897, atom 25 (H): 0.3686, atom 26 (H): 0.4569, atom 27 (H): 0.3474, atom 28 (H): 0.3371, atom 29 (H): 0.3798, atom 30 (H): 0.3285, atom 31 (H): 0.3341, atom 32 (H): 0.2793, atom 33 (H): 0.1890, atom 34 (H): 0.3592, atom 35 (H): 0.3808, atom 36 (H): 0.1801, atom 37 (N): -0.4239, atom 38 (C): 0.4228, atom 39 (H): 0.2017, atom 40 (C): -1.0773, atom 41 (Si): 0.2857, atom 42 (C): -0.9905, atom 43 (C): -0.6786, atom 44 (C): -0.3745, atom 45 (C): -0.3700, atom 46 (H): 0.2869, atom 47 (H): 0.2887, atom 48 (H): 0.2674, atom 49 (H): 0.3025, atom 50 (H): 0.3316, atom 51 (H): 0.2200, atom 52 (H): 0.3471, atom 53 (H): 0.1143, atom 54 (H): 0.1891, atom 55 (C): -0.7606, atom 56 (Si): 0.1068, atom 57 (C): -0.7581, atom 58 (C): -1.1744, atom 59 (Ge): 0.1810, atom 60 (Si): 0.4429, atom 61 (C): -0.9481, atom 62 (C): -0.9393, atom 63 (C): -1.0000, atom 64 (Si): 0.5131, atom 65 (C): -0.2265, atom 66 (C): -0.9776, atom 67 (C): -1.3237, atom 68 (H): 0.4116, atom 69 (H): -0.0043, atom 70 (H): 0.2325, atom 71 (H): 0.5771, atom 72 (H): 0.4122, atom 73 (H): -0.4559, atom 74 (H): 0.3789, atom 75 (H): 0.2735, atom 76 (H): 0.1806, atom 77 (H): 0.0461, atom 78 (H): 0.3361, atom 79 (H): 0.2927, atom 80 (H): 0.1810, atom 81 (H): 0.4366, atom 82 (H): 0.0527, atom 83 (H): 0.2950, atom 84 (H): 0.1444, atom 85 (H): 0.3817, atom 86 (H): -0.3940, atom 87 (H): -0.0241, atom 88 (H): 0.4498, atom 89 (H): -0.0022, atom 90 (H): 0.4329, atom 91 (H): 0.2034, atom 92 (H): 0.3200, atom 93 (H): 0.2924, atom 94 (H): 0.2565, atom 95 (C): -1.4867, atom 96 (C): 1.3338, atom 97 (C): -0.4952, atom 98 (C): 0.3905, atom 99 (C): -0.1282

=====

What did the first record say?
Molecular formula: C5H9N2S
Method: DFT, wB97M-V/def2-TZVPD

Structure (ORCA input):
```
! RIJCOSX wB97M-V def2-TZVPD def2/J DEFGRID3
* xyz 1 1
C 2.41 1.33 -0.40
C 2.71 0.92 0.74
C 1.10 1.92 -0.84
C -1.61 0.16 0.54
C 0.32 -1.18 -0.16
N 0.04 1.16 -0.81
N -0.28 0.06 -0.03
S 1.13 3.32 -1.60
H 3.23 1.39 -1.13
H 2.44 0.69 1.70
H -1.76 1.18 1.04
H -2.60 -0.02 -0.07
H -1.77 -0.65 1.34
H -0.39 -1.97 -0.26
H 0.83 -1.24 -1.18
H 1.13 -1.43 0.61
H -0.78 1.53 -1.33
*
```

Computed properties:
ΔE to the lowest compared entry with this formula, charge and spin, kcal per mole: 166.40
E_HOMO (spin up / spin down), Eh: -0.46292 / -0.46374
LUMO (spin up / spin down), Ha: -0.2884 / -0.2863
Calculated total energy, eV: -19132.514

In the Mulliken picture, each atom carries the following charge in e: atom 1 (C): -0.3929, atom 2 (C): 0.0419, atom 3 (C): 0.4613, atom 4 (C): -1.0080, atom 5 (C): -1.0374, atom 6 (N): -0.1275, atom 7 (N): 0.0808, atom 8 (S): -0.2159, atom 9 (H): 0.4086, atom 10 (H): 0.4132, atom 11 (H): 0.3500, atom 12 (H): 0.3262, atom 13 (H): 0.3690, atom 14 (H): 0.4429, atom 15 (H): 0.3425, atom 16 (H): 0.2481, atom 17 (H): 0.2969

=====

> calculated total energy of number 2 (FHO4)?

-10912.531 eV